The ion C4H11N3 with charge +2. Source: OMol25; level of theory: the ωB97M-V functional and the def2-TZVPD basis.

Properties
2S+1: 1
Net charge: +2
Relative energy (zero: lowest compared OMol25 entry of this formula, charge and spin), kcal/mol: 49.8
Structure (SMILES): [H]/N=C/[NH+]=C/CC[NH3+]
Frontier orbital gap, eV: 10.9
Highest occupied orbital energy, eV: -19.28

Bonds (Å) are listed after each position.
Atoms and positions in Å:
1 N 1.01 2.05 1.84  C4 1.511, H11 1.080, H17 1.003, H18 0.989
2 N -1.36 -1.09 -1.07  C5 1.443, C7 1.244, H13 1.064
3 N 0.24 -2.42 -1.46  C5 1.239, H12 1.023
4 C 0.72 0.73 1.17  N1 1.511, C6 1.602, H10 1.167, H14 1.126
5 C -0.93 -2.24 -1.83  N2 1.443, N3 1.239, H15 1.083
6 C -0.35 0.84 -0.01  C4 1.602, C7 1.554, H9 1.128, H16 1.156
7 C -0.37 -0.35 -1.02  N2 1.244, C6 1.554, H8 1.077
8 H 0.55 -0.38 -1.58  C7 1.077
9 H -0.20 1.79 -0.60  C6 1.128
10 H 0.40 -0.19 1.80  C4 1.167
11 H 0.21 2.36 2.49  N1 1.080
12 H 0.62 -3.24 -1.95  N3 1.023
13 H -2.21 -1.03 -0.43  N2 1.064
14 H 1.68 0.48 0.64  C4 1.126
15 H -1.65 -2.94 -2.22  C5 1.083
16 H -1.40 0.94 0.46  C6 1.156
17 H 1.79 1.80 2.42  N1 1.003
18 H 1.25 2.87 1.34  N1 0.989

Atom charges from the Mulliken analysis, given in e for atoms 1 to 6: -0.29 -0.02 -0.42 -0.58 -0.17 -0.80